Density functional theory data (wB97M-V/def2-TZVPD) for C8H8F4P as an isolated structure at a distorted geometry.

Calculated values
E: -1050.1903 Ha
E_HOMO: -13.996 eV
Total charge: +1

Last column: Löwdin charge in e.
Geometry (Å):
P: 0.19 0.33 2.92  0.904
F: -0.84 0.09 4.10  -0.105
F: -0.18 1.82 2.69  -0.085
F: 1.43 -0.54 -3.03  0.139
F: 1.43 0.55 3.84  -0.096
C: 2.25 -0.62 -0.89  0.063
C: 0.72 -0.31 0.73  -0.053
C: -1.20 0.07 -2.43  0.001
C: -1.68 0.19 0.61  -0.034
C: 2.04 -0.46 0.49  -0.013
C: 1.18 -0.46 -1.75  -0.254
C: -0.37 -0.12 0.07  -0.257
C: -0.12 -0.19 -1.37  -0.081
H: 3.27 -0.87 -1.31  0.173
H: -2.07 1.11 0.31  0.092
H: -1.31 1.23 -2.43  0.141
H: -1.14 -0.30 -3.45  0.081
H: -2.11 -0.53 -2.22  0.093
H: 2.76 -0.48 1.17  0.089
H: -1.74 -0.04 1.70  0.062
H: -2.53 -0.48 0.24  0.141


Density functional theory data (wB97M-V/def2-TZVPD) for C8H8F5NSi as an isolated structure at a distorted geometry.

Calculated values
E: -1153.1149 Ha
E_HOMO: -8.615 eV
Total charge: 0

Last column: Löwdin charge in e.
Geometry (Å):
Si: 1.74 -1.32 0.35  0.804
F: 2.20 -3.83 0.67  0.099
F: 1.52 -3.02 2.61  0.066
F: 3.28 -1.47 -0.03  -0.111
F: 1.57 3.02 3.14  -0.045
F: 0.11 -3.44 1.05  0.111
N: 1.06 3.13 1.91  0.075
C: -1.35 0.28 0.79  -0.141
C: 0.79 -1.03 -1.24  -0.112
C: -0.04 2.25 0.13  -0.045
C: -0.47 -0.13 1.68  -0.137
C: 0.91 0.53 1.66  -0.090
C: -1.10 1.40 -0.06  -0.083
C: 0.82 2.06 1.24  -0.253
C: 1.34 -2.98 1.24  -0.631
H: -2.30 -0.06 0.77  0.074
H: -1.92 1.82 -0.68  0.128
H: 1.38 0.35 2.60  0.064
H: 0.27 -1.82 -1.50  -0.019
H: 1.49 -0.87 -2.03  0.043
H: -0.72 -1.03 2.25  0.113
H: 0.11 2.98 -0.53  0.073
H: 0.11 -0.18 -1.08  0.017


Density functional theory data (wB97M-V/def2-TZVPD) for one molecule with the formula C8H8FN at a distorted geometry.

Calculated values
E: -464.0984 Ha
E_HOMO (spin up / spin down): -8.765 / -8.753 eV
SMILES: C/C(=N\F)c1ccccc1
Total charge: 0

Last column: Löwdin charge in e.
Geometry (Å):
F: 3.76 -0.57 -0.58  -0.126
N: 2.45 -0.92 -0.54  0.074
C: -0.22 -1.47 0.09  -0.048
C: 0.10 -0.13 -0.01  -0.243
C: 1.50 0.19 -0.01  -0.127
C: 1.96 1.65 0.38  -0.022
C: -2.51 -0.90 -0.25  -0.107
C: -0.89 0.84 -0.27  0.004
C: -2.24 0.43 -0.40  -0.080
C: -1.53 -1.90 0.02  -0.046
H: -1.86 -2.85 0.46  0.114
H: -0.52 1.83 -0.28  0.080
H: 0.55 -2.10 0.42  0.087
H: 1.93 1.74 1.53  0.121
H: 2.97 1.93 0.14  0.061
H: -3.61 -0.99 -0.08  0.117
H: 1.33 2.22 -0.23  0.033
H: -3.17 1.01 -0.39  0.107


Density functional theory data (wB97M-V/def2-TZVPD) for one molecule with the formula C8H8FN at a distorted geometry.

Calculated values
E: -464.2291 Ha
E_HOMO: -8.037 eV
SMILES: F[C@@H]1CNc2ccccc21
Total charge: 0

Last column: Löwdin charge in e.
Geometry (Å):
F: -2.44 -1.52 -0.37  -0.032
N: -0.84 1.68 0.11  0.025
C: 2.45 -0.08 -0.22  -0.092
C: 0.72 -1.60 0.19  -0.042
C: 2.00 -1.39 -0.07  -0.120
C: -2.16 0.96 -0.05  -0.057
C: 1.62 0.99 -0.11  -0.018
C: -0.20 -0.53 0.12  -0.127
C: 0.24 0.79 0.04  -0.217
C: -1.68 -0.57 0.34  -0.204
H: 3.43 -0.10 -0.62  0.096
H: -1.87 -0.72 1.40  0.146
H: 0.26 -2.57 0.28  0.117
H: 1.97 1.97 -0.26  0.093
H: -0.63 2.58 -0.24  0.114
H: -2.73 1.02 -1.12  0.159
H: -2.84 1.28 0.64  0.057
H: 2.70 -2.19 -0.05  0.102


Density functional theory data (wB97M-V/def2-TZVPD) for a 2-piece molecular cluster, C8H8FN2O overall at a distorted geometry.

Calculated values
E: -593.8957 Ha
E_HOMO (spin up / spin down): -13.117 / -13.118 eV
Total charge: +1

Last column: Löwdin charge in e.
Geometry (Å):
F: -0.33 0.96 2.00  0.143
O: 1.08 -2.17 1.59  0.335
N: 1.29 0.97 -0.49  0.134
N: 1.64 -0.12 -0.14  -0.162
C: -2.82 -0.82 -0.79  -0.048
C: -1.83 -1.57 -0.20  0.061
C: 2.98 -0.60 -0.15  -0.081
C: -3.15 0.38 -0.25  -0.012
C: -1.13 0.40 1.11  -0.242
C: -2.30 1.00 0.68  0.047
C: 0.22 -1.54 1.19  0.014
C: -0.87 -0.89 0.66  -0.119
H: -3.98 0.94 -0.71  0.143
H: 3.25 -0.97 0.79  0.057
H: -2.65 1.91 1.16  0.135
H: -3.58 -1.29 -1.43  0.137
H: 3.74 0.15 -0.44  0.103
H: 1.99 1.74 -0.73  0.122
H: -1.64 -2.50 -0.58  0.102
H: 3.04 -1.50 -0.84  0.130


Density functional theory data (wB97M-V/def2-TZVPD) for a 2-piece molecular cluster, C8H8FN3S overall at a distorted geometry.

Calculated values
E: -971.7708 Ha
E_HOMO: -9.537 eV
SMILES: SC=C1C=NN=C1.N#C/C=C\CF
Total charge: 0

Last column: Löwdin charge in e.
Geometry (Å):
S: -2.86 -2.25 -0.25  0.830
F: 1.91 -0.41 -0.95  -0.041
N: -0.98 2.15 0.39  0.057
N: 4.66 1.62 -0.79  0.141
N: -2.32 2.75 0.13  0.005
C: -1.15 0.89 0.19  -0.137
C: -2.62 0.44 0.14  -0.238
C: 4.21 -0.53 0.61  -0.104
C: 1.84 -1.33 0.09  -0.221
C: 4.33 0.61 -0.22  -0.259
C: 3.07 -1.29 0.90  -0.059
C: -3.21 1.86 0.08  -0.154
C: -3.37 -0.65 -0.03  -0.516
H: -0.37 0.16 0.53  0.080
H: -1.50 -2.08 -0.20  -0.111
H: 1.69 -2.22 -0.41  0.101
H: 5.19 -0.34 1.29  0.161
H: -4.28 2.25 -0.03  0.134
H: 1.07 -1.03 0.87  0.121
H: 3.21 -2.14 1.71  0.149
H: -4.43 -0.60 0.02  0.060


Density functional theory data (wB97M-V/def2-TZVPD) for an isolated ion of composition C8H8I2N and charge +1 at a distorted geometry.

Calculated values
E: -959.1748 Ha
E_HOMO: -11.659 eV
SMILES: C/C(I)=C(/I)c1cc[nH+]cc1
Total charge: +1

Last column: Löwdin charge in e.
Geometry (Å):
I: 4.64 1.00 -0.35  0.782
I: 1.73 2.92 -2.12  0.766
N: -2.95 -0.48 0.50  0.009
C: 1.39 1.24 -0.76  -0.734
C: 2.18 -0.78 0.94  -0.158
C: 2.53 0.50 -0.08  -0.720
C: -0.84 -0.55 -1.31  0.067
C: -0.83 1.25 0.98  0.056
C: -2.32 0.59 1.36  0.044
C: -2.33 -1.08 -0.77  0.049
C: -0.13 0.63 -0.38  -0.136
H: -3.87 -0.87 0.82  0.156
H: -2.84 1.00 2.36  0.148
H: 3.13 -1.11 1.56  0.080
H: -2.83 -1.94 -1.40  0.143
H: 1.72 -1.66 0.29  0.095
H: 1.34 -0.50 1.73  0.079
H: -0.32 2.10 1.63  0.142
H: -0.30 -0.99 -2.27  0.134


Density functional theory data (wB97M-V/def2-TZVPD) for one molecule with the formula C8H8N2 at a distorted geometry.

Calculated values
E: -419.0858 Ha
E_HOMO: -8.218 eV
SMILES: C1=C[C@H](c2cc[nH]c2)N=C1
Total charge: 0

Last column: Löwdin charge in e.
Geometry (Å):
N: 1.61 0.17 -1.32  0.064
N: -2.73 0.20 0.22  -0.008
C: -0.58 0.30 -0.22  -0.191
C: -1.58 0.79 0.63  -0.071
C: -2.53 -0.58 -0.87  -0.161
C: 2.78 -0.07 0.72  -0.067
C: 0.80 0.78 -0.27  -0.334
C: -1.23 -0.58 -1.19  -0.044
C: 2.70 -0.25 -0.78  -0.158
C: 1.62 0.52 1.00  -0.058
H: -0.86 -1.12 -2.01  0.084
H: 0.79 1.87 -0.39  0.162
H: -1.56 1.38 1.55  0.122
H: 3.63 -0.28 1.49  0.127
H: 1.18 0.62 2.03  0.122
H: 3.45 -0.69 -1.54  0.126
H: -3.52 0.42 0.80  0.138
H: -3.32 -1.15 -1.50  0.146


Density functional theory data (wB97M-V/def2-TZVPD) for one molecule with the formula C8H8N2O at a distorted geometry.

Calculated values
E: -494.3811 Ha
E_HOMO: -8.333 eV
SMILES: O=C1CCN2C=CC=CC2=N1
Total charge: 0

Last column: Löwdin charge in e.
Geometry (Å):
O: -0.27 2.64 -2.47  0.042
N: 0.37 -0.26 0.11  -0.018
N: -1.15 1.30 -0.90  0.141
C: -0.07 1.96 -1.47  -0.476
C: -0.47 -1.93 1.62  -0.074
C: -0.93 0.25 -0.12  -0.229
C: -2.08 -0.34 0.65  0.009
C: 1.52 0.15 -0.74  -0.117
C: 0.56 -1.39 0.92  -0.065
C: -1.86 -1.43 1.46  -0.054
C: 1.38 1.67 -1.04  -0.072
H: -2.68 -1.82 2.05  0.098
H: 1.43 -0.47 -1.67  0.145
H: 1.56 2.20 -0.11  0.117
H: -0.36 -2.81 2.26  0.098
H: 1.54 -1.79 1.02  0.112
H: 2.48 -0.09 -0.31  0.110
H: 2.07 2.01 -1.81  0.116
H: -3.05 0.16 0.57  0.115


Density functional theory data (wB97M-V/def2-TZVPD) for C8H8N2O2 as an isolated structure at a distorted geometry.

Calculated values
E: -569.3651 Ha
E_HOMO: -8.193 eV
Total charge: 0

Last column: Löwdin charge in e.
Geometry (Å):
O: -3.09 1.36 0.69  0.103
O: -3.84 0.06 -0.90  0.073
N: 0.06 2.47 -0.18  0.121
N: -3.05 0.37 0.00  -0.364
C: -0.92 -0.66 1.10  -0.109
C: -0.27 -1.74 0.15  -0.157
C: -1.56 -1.53 -0.68  0.136
C: -2.07 -0.55 0.15  -0.156
C: 0.93 -0.87 -0.14  -0.152
C: 0.84 0.30 -1.13  0.013
C: 0.47 1.22 -0.23  -0.392
C: 0.33 0.23 0.84  -0.153
H: 0.98 0.39 1.74  0.156
H: -1.13 -1.01 2.11  0.144
H: -0.08 3.03 -1.05  0.131
H: -2.07 -1.87 -1.55  0.110
H: -0.10 -2.77 0.46  0.141
H: 1.14 0.48 -2.12  0.074
H: -0.24 2.80 0.83  0.171
H: 1.83 -1.25 0.22  0.111


Density functional theory data (wB97M-V/def2-TZVPD) for C8H8N2O2S as an isolated structure at a distorted geometry.

Calculated values
E: -967.6324 Ha
E_HOMO: -8.256 eV
Total charge: 0

Last column: Löwdin charge in e.
Geometry (Å):
S: -3.12 2.09 -0.31  0.749
O: -1.67 -1.72 0.73  0.024
O: -3.03 -1.45 -0.98  0.010
N: -1.84 0.48 1.61  0.095
N: -1.97 -1.19 -0.40  -0.403
C: 2.94 0.14 0.02  -0.081
C: 0.83 1.09 -0.81  -0.050
C: 2.17 1.26 -0.43  -0.056
C: 0.99 -1.15 0.05  -0.015
C: -1.17 -0.29 -0.94  -0.098
C: 2.35 -1.09 0.25  -0.082
C: -2.32 1.04 0.60  -0.742
C: 0.22 -0.08 -0.51  -0.225
H: 4.00 0.41 0.21  0.110
H: 0.22 1.81 -1.29  0.101
H: 3.02 -1.81 0.55  0.084
H: -1.64 0.87 2.54  0.145
H: -1.53 -0.81 1.30  0.046
H: 0.40 -2.10 0.29  0.135
H: -1.45 0.26 -1.86  0.151
H: 2.60 2.25 -0.61  0.101